Record 1
C5H8O | ωB97M-V with the def2-TZVPD basis set

Bonds (Å) are listed after each position.
Geometry (Å):
1 H -1.2547 0.8065 1.3140  C3 1.089
2 H 0.5280 -0.8796 -1.9974  C9 1.094
3 C -1.5529 -0.0486 0.7093  H1 1.089, H4 1.094, H10 1.089, C11 1.527
4 H -2.0368 -0.7641 1.3813  C3 1.094
5 H 1.1269 -0.1881 1.8235  C13 1.085
6 H -0.2167 -1.6950 0.0997  C11 1.097
7 O 0.9861 1.3916 0.4008  C12 1.421, C13 1.432
8 H -0.2662 0.7082 -1.7707  C9 1.095
9 C 0.3106 -0.0831 -1.2802  H2 1.094, H8 1.095, C11 1.568, C12 1.537
10 H -2.2955 0.2839 -0.0146  C3 1.089
11 C -0.2748 -0.5994 0.0799  C3 1.527, H6 1.097, C9 1.568, C13 1.513
12 C 1.5289 0.4363 -0.5003  O7 1.421, C9 1.537, C13 1.477, H14 1.090
13 C 0.9216 0.0110 0.7774  H5 1.085, O7 1.432, C11 1.513, C12 1.477
14 H 2.5474 0.5820 -0.8588  C12 1.090

Properties
Relative energy (zero: lowest compared OMol25 entry of this formula, charge and spin) = 56.5 kcal per mole
Net charge = 0
SMILES string = C[C@H]1C[C@H]2O[C@@H]12
HOMO = -9.65 eV
LUMO level = 1.19 eV

***

Record 2
C4H13NO2 | ωB97M-V with the def2-TZVPD basis set

Bonds (Å) are listed after each position.
Geometry (Å):
1 H 0.2693 1.1426 3.1484  C20 1.092
2 O 2.4238 -2.2602 1.9201  H13 0.963, H15 0.973
3 C 0.4195 -0.1113 -0.9364  H9 1.091, C10 1.532, C14 1.510, H19 1.103
4 H -1.3524 -0.1043 0.3840  C14 1.090
5 N 0.3613 -0.0636 1.5337  C14 1.494, C20 1.261
6 H -2.4891 2.8535 -0.3563  O17 0.967
7 H -0.4315 -1.5915 0.4926  C14 1.093
8 H -0.5553 1.7905 1.6641  C20 1.096
9 H 1.4943 -0.2651 -0.8280  C3 1.091
10 C -0.1347 -0.5855 -2.2834  C3 1.532, H12 1.092, H16 1.085, H18 1.088
11 H -1.4209 1.9131 -0.8727  O17 0.969
12 H -1.1492 -0.9424 -2.0954  C10 1.092
13 H 2.9577 -2.3048 1.1203  O2 0.963
14 C -0.3474 -0.5186 0.2995  C3 1.510, H4 1.090, N5 1.494, H7 1.093
15 H 1.8204 -1.5169 1.7459  O2 0.973
16 H -0.1512 0.1908 -3.0416  C10 1.085
17 O -2.3358 1.9193 -0.5545  H6 0.967, H11 0.969
18 H 0.4281 -1.4377 -2.6588  C10 1.088
19 H 0.3322 0.9843 -0.8452  C3 1.103
20 C -0.1389 0.9078 2.1635  H1 1.092, N5 1.261, H8 1.096

Properties
Relative energy (zero: lowest compared OMol25 entry of this formula, charge and spin) = 38.1 kcal per mole
Net charge = 0
SMILES string = C=NCCC.O.O
HOMO = -9.64 eV
LUMO level = 0.56 eV

***

Record 3
C48H120N8O16 | ωB97M-V with the def2-TZVPD basis set

Bonds (Å) are listed after each position.
Geometry (Å):
1 H -4.9542 -6.7561 -5.7549  C65 1.090
2 H -7.0964 14.1586 -1.5401  C57 1.090
3 C 3.2280 -0.4209 6.1053  H76 1.090, O107 1.422, H108 1.090, H136 1.090
4 H -2.9715 -3.0844 -1.4836  C105 1.090
5 O -12.0090 15.2141 5.0838  C45 1.412, C192 1.428
6 C -10.3082 15.1799 3.4115  H119 1.090, H161 1.090, N189 1.477, C192 1.543
7 H 7.9789 2.3801 -5.8234  C69 1.090
8 N 12.0216 -4.7985 -0.7266  C46 1.458, C183 1.470, H186 1.010
9 H -4.8600 -5.1364 -3.9554  N149 1.010
10 H -6.2557 3.2411 -7.7877  C166 1.090
11 H -4.6004 3.6009 -8.0941  C166 1.090
12 H 2.2369 -3.6770 9.9853  C146 1.090
13 H -6.8113 -6.0811 14.8987  C67 1.090
14 H -4.5808 -3.8297 7.4665  C157 1.090
15 H 13.2371 -4.0750 4.0999  C54 1.090
16 C -5.9794 1.2741 -9.2827  H25 1.090, C61 1.506, O68 1.402, H84 1.090
17 H -12.5089 15.5677 3.0683  C192 1.090
18 H -3.5819 -2.7681 -3.1360  C105 1.090
19 H 4.2792 -0.4369 -1.4167  C163 1.090
20 H 3.8628 -4.1757 9.8903  C146 1.090
21 H 8.1906 -2.0176 -6.8108  C172 1.090
22 H -11.4969 16.7840 3.9334  C192 1.090
23 C -3.8724 -8.6410 -7.2929  H33 1.090, O53 1.434, H64 1.090, H128 1.090
24 C -10.2408 15.1796 0.9412  H37 1.090, H93 1.090, C103 1.529, N189 1.438
25 H -5.4359 0.9899 -8.3816  C16 1.090
26 H 14.7577 -3.7102 3.4113  C54 1.090
27 H 1.7577 -1.8588 7.9115  C191 1.090
28 H 9.5279 2.9703 -4.1046  C82 1.090
29 C -8.1161 -5.0483 9.2463  C66 1.520, H132 1.090, N133 1.455, H184 1.090
30 H -13.5098 15.2751 6.4874  C45 1.090
31 H 0.3972 2.5518 -1.4838  C180 1.090
32 H -8.4296 -5.0793 13.4864  C181 1.090
33 H -3.8454 -9.6906 -7.5855  C23 1.090
34 C 2.6006 0.6508 -2.3767  N72 1.440, H159 1.090, C163 1.605, H167 1.090
35 H -3.8695 -7.2459 -3.5446  C130 1.090
36 H 11.7185 -3.2694 -2.2132  C183 1.090
37 H -11.3250 15.2888 0.9172  C24 1.090
38 H -6.7934 -3.4704 8.7958  C66 1.090
39 O 6.2246 -1.7958 -6.3302  C51 1.431, C172 1.399
40 H -9.0375 -6.7469 11.0427  C174 1.090
41 H -8.8208 13.8267 -1.8168  C57 1.090
42 C 12.4388 -5.0753 -3.0803  H87 1.090, O109 1.384, H112 1.090, C183 1.514
43 H 11.3226 -4.1823 2.5576  C156 1.090
44 H 3.1837 3.8270 -1.7276  C179 1.090
45 C -13.3360 15.5363 5.4436  O5 1.412, H30 1.090, H47 1.090, H63 1.090
46 C 11.4544 -3.9961 0.3502  N8 1.458, H131 1.090, C156 1.530, H165 1.090
47 H -13.5670 16.5968 5.3429  C45 1.090
48 H -0.8913 5.2595 -0.7460  C127 1.090
49 O -7.1365 -6.6672 12.9570  C67 1.448, C181 1.436
50 H 3.7583 -1.8176 0.5055  C176 1.090
51 C 5.9190 -3.1930 -6.3889  O39 1.431, H62 1.090, H140 1.090, H141 1.090
52 H -7.3733 -4.2514 7.3316  C66 1.090
53 O -3.6405 -8.3291 -5.9128  C23 1.434, C65 1.424
54 C 13.8199 -4.2199 3.1902  H15 1.090, H26 1.090, H115 1.090, O126 1.414
55 H 10.6194 -4.7056 -2.3720  C183 1.090
56 C -3.3159 -4.8389 -2.6667  H88 1.090, H94 1.090, C105 1.586, N149 1.417
57 C -8.0811 14.1252 -1.0739  H2 1.090, H41 1.090, O101 1.442, H114 1.090
58 H 6.8436 0.6243 -7.2061  C144 1.090
59 O 2.3827 -0.9009 -0.6056  C163 1.428, C176 1.428
60 H 9.6660 1.7999 -6.0638  C69 1.090
61 C -5.7995 0.2529 -10.3754  C16 1.506, N91 1.462, H95 1.090, H190 1.090
62 H 6.7617 -3.8310 -6.1227  C51 1.090
63 H -14.0824 15.0116 4.8472  C45 1.090
64 H -3.2036 -8.1450 -7.9964  C23 1.090
65 C -3.8849 -6.9481 -5.6674  H1 1.090, O53 1.424, C130 1.506, H170 1.090
66 C -7.0482 -4.4345 8.3558  C29 1.520, H38 1.090, H52 1.090, O106 1.406
67 C -6.6845 -6.9806 14.2963  H13 1.090, O49 1.448, H90 1.090, H139 1.090
68 O -5.6434 2.5665 -9.7096  C16 1.402, C166 1.441
69 C 8.7283 1.6448 -5.5301  H7 1.090, H60 1.090, C82 1.483, N100 1.485
70 H 1.7151 -1.3957 9.6494  C191 1.090
71 H 6.0319 -4.8096 6.9679  C169 1.090
72 N 3.0466 1.7982 -1.6288  C34 1.440, H79 1.010, C179 1.484
73 H 7.5623 0.0722 -4.9431  N100 1.010
74 H 14.3264 -5.0688 -4.7759  C117 1.090
75 H 2.1337 -2.2492 0.9620  C176 1.090
76 H 2.2160 -0.0768 5.8918  C3 1.090
77 H -1.4905 -0.8575 -9.1934  C113 1.090
78 H 9.0278 3.2618 -1.8878  C160 1.090
79 H 4.0464 1.9267 -1.5663  N72 1.010
80 H 12.0917 -5.5418 1.7716  C156 1.090
81 O 4.0740 -4.3305 7.1696  C125 1.415, C169 1.385
82 C 9.1454 1.9502 -4.1396  H28 1.090, C69 1.483, O137 1.415, H142 1.090
83 H 3.0235 0.6162 9.2237  C121 1.090
84 H -7.0136 1.2080 -8.9448  C16 1.090
85 H -5.4158 -1.4663 -1.9358  C145 1.090
86 H 14.5376 -6.3947 -3.7226  C117 1.090
87 H 12.1105 -4.8248 -4.0891  C42 1.090
88 H -3.7047 -5.4220 -1.8318  C56 1.090
89 H -9.1024 -6.7045 13.4326  C181 1.090
90 H -5.6196 -7.1865 14.4040  C67 1.090
91 N -4.3846 0.1873 -10.7367  C61 1.462, H134 1.010, C182 1.472
92 H 7.8436 2.2282 -1.1039  C160 1.090
93 H -9.9428 14.1554 0.7168  C24 1.090
94 H -2.2289 -4.8099 -2.5924  C56 1.090
95 H -6.3955 0.6037 -11.2179  C61 1.090
96 H 8.4937 0.1828 -7.7102  C144 1.090
97 H -9.6575 -5.2138 11.4210  C174 1.090
98 H -1.7452 2.7663 -8.5820  C158 1.090
99 H 15.5929 -4.8917 -3.5161  C117 1.090
100 N 8.2705 0.2369 -5.6441  C69 1.485, H73 1.010, C144 1.461
101 O -8.4355 15.4703 -0.6926  C57 1.442, C103 1.429
102 H 4.9166 -6.1648 7.1345  C169 1.090
103 C -9.7286 15.9266 -0.2907  C24 1.529, O101 1.429, H129 1.090, H187 1.090
104 O -1.7029 1.1218 -9.7901  C113 1.468, C158 1.441
105 C -3.7111 -3.3653 -2.2333  H4 1.090, H18 1.090, C56 1.586, O171 1.415
106 O -5.9119 -5.2529 8.2357  C66 1.406, C157 1.422
107 O 3.6520 0.1041 7.3569  C3 1.422, C121 1.429
108 H 3.3047 -1.5020 5.9896  C3 1.090
109 O 13.7515 -4.7252 -2.8178  C42 1.384, C117 1.398
110 H -5.7089 4.4704 -9.0124  C166 1.090
111 H 5.4180 -5.0658 8.5360  C169 1.090
112 H 12.2415 -6.1315 -2.8966  C42 1.090
113 C -2.0587 -0.2950 -9.9343  H77 1.090, O104 1.468, H151 1.090, C182 1.536
114 H -8.0742 13.3674 -0.2904  C57 1.090
115 H 14.0639 -5.2804 3.2525  C54 1.090
116 H 2.8161 -2.9729 -0.5176  C176 1.090
117 C 14.6134 -5.3078 -3.7519  H74 1.090, H86 1.090, H99 1.090, O109 1.398
118 H 9.4039 1.5647 -1.4776  C160 1.090
119 H -10.2451 14.0952 3.3248  C6 1.090
120 H -4.2599 -5.6322 7.0933  C157 1.090
121 C 2.6808 -0.0095 8.3996  H83 1.090, O107 1.429, H143 1.090, C191 1.548
122 H -1.1700 5.8628 -2.3201  C127 1.090
123 N 3.5427 -2.2589 9.0330  C146 1.485, H185 1.010, C191 1.469
124 H -3.8907 -0.3097 -8.7784  C182 1.090
125 C 2.9280 -4.3656 7.9983  O81 1.415, C146 1.514, H150 1.090, H164 1.090
126 O 13.2336 -3.7918 1.9765  C54 1.414, C156 1.463
127 C -0.7630 4.9978 -1.7963  H48 1.090, H122 1.090, O153 1.481, H177 1.090
128 H -4.9122 -8.4019 -7.5161  C23 1.090
129 H -9.6810 16.9900 -0.0561  C103 1.090
130 C -3.4224 -6.5801 -4.2827  H35 1.090, C65 1.506, N149 1.470, H154 1.090
131 H 11.7008 -2.9503 0.1668  C46 1.090
132 H -8.9511 -4.3553 9.1433  C29 1.090
133 N -7.7234 -5.1395 10.6442  C29 1.455, H162 1.010, C174 1.439
134 H -3.9721 1.0944 -10.9011  N91 1.010
135 H -1.3854 1.2982 -7.7930  C158 1.090
136 H 4.0237 -0.0516 5.4585  C3 1.090
137 O 8.2066 1.7222 -3.1052  C82 1.415, C160 1.426
138 H -8.7875 15.7124 2.0919  N189 1.010
139 H -7.1134 -7.8503 14.7940  C67 1.090
140 H 5.1472 -3.5257 -5.6949  C51 1.090
141 H 5.5156 -3.5030 -7.3529  C51 1.090
142 H 9.9703 1.2486 -4.0155  C82 1.090
143 H 1.7413 0.4430 8.0824  C121 1.090
144 C 7.7101 0.0053 -6.9736  H58 1.090, H96 1.090, N100 1.461, C172 1.477
145 C -5.3913 -2.2197 -1.1485  H85 1.090, H168 1.090, O171 1.377, H188 1.090
146 C 3.0995 -3.6469 9.3196  H12 1.090, H20 1.090, N123 1.485, C125 1.514
147 H -3.0788 1.7005 -8.1376  C158 1.090
148 H -3.8289 -1.6299 -9.8234  C182 1.090
149 N -3.8543 -5.2225 -3.9197  H9 1.010, C56 1.417, C130 1.470
150 H 2.1590 -3.9097 7.3746  C125 1.090
151 H -1.7013 -0.5930 -10.9200  C113 1.090
152 H 2.4567 3.2192 -3.1402  C179 1.090
153 O 0.5959 4.5837 -2.2161  C127 1.481, C180 1.487
154 H -2.3403 -6.5743 -4.1518  C130 1.090
155 H -5.3707 -4.7557 6.2445  C157 1.090
156 C 11.9587 -4.4613 1.7176  H43 1.090, C46 1.530, H80 1.090, O126 1.463
157 C -4.9735 -4.8247 7.2572  H14 1.090, O106 1.422, H120 1.090, H155 1.090
158 C -2.0631 1.7249 -8.5324  H98 1.090, O104 1.441, H135 1.090, H147 1.090
159 H 1.5179 0.6277 -2.2531  C34 1.090
160 C 8.6378 2.2446 -1.8503  H78 1.090, H92 1.090, H118 1.090, O137 1.426
161 H -9.5547 15.4297 4.1585  C6 1.090
162 H -6.8280 -5.6034 10.7007  N133 1.010
163 C 3.2526 -0.6555 -1.7109  H19 1.090, C34 1.605, O59 1.428, H173 1.090
164 H 2.6732 -5.4164 8.1365  C125 1.090
165 H 10.3668 -4.0364 0.2897  C46 1.090
166 C -5.5607 3.4748 -8.5942  H10 1.090, H11 1.090, O68 1.441, H110 1.090
167 H 2.9171 0.6439 -3.4197  C34 1.090
168 H -6.3955 -2.3853 -0.7582  C145 1.090
169 C 5.1384 -5.1573 7.4864  H71 1.090, O81 1.385, H102 1.090, H111 1.090
170 H -3.3961 -6.2737 -6.3705  C65 1.090
171 O -5.0340 -3.4143 -1.7337  C105 1.415, C145 1.377
172 C 7.3288 -1.4164 -7.1005  H21 1.090, O39 1.399, C144 1.477, H175 1.090
173 H 3.3653 -1.5063 -2.3830  C163 1.090
174 C -8.7286 -5.7835 11.4483  H40 1.090, H97 1.090, N133 1.439, C181 1.536
175 H 7.2068 -1.5996 -8.1681  C172 1.090
176 C 2.7796 -2.0763 0.1012  H50 1.090, O59 1.428, H75 1.090, H116 1.090
177 H -1.4151 4.1520 -2.0142  C127 1.090
178 H 1.2326 3.6060 -0.4404  C180 1.090
179 C 2.4533 3.0884 -2.0580  H44 1.090, N72 1.484, H152 1.090, C180 1.492
180 C 1.1016 3.3835 -1.4994  H31 1.090, O153 1.487, H178 1.090, C179 1.492
181 C -8.4173 -6.0188 12.9340  H32 1.090, O49 1.436, H89 1.090, C174 1.536
182 C -3.5612 -0.5741 -9.7832  N91 1.472, C113 1.536, H124 1.090, H148 1.090
183 C 11.5976 -4.3415 -2.0578  N8 1.470, H36 1.090, C42 1.514, H55 1.090
184 H -8.4501 -6.0206 8.8842  C29 1.090
185 H 4.1479 -2.2156 8.2256  N123 1.010
186 H 13.0176 -4.6312 -0.7379  N8 1.010
187 H -10.4991 15.9311 -1.0617  C103 1.090
188 H -4.7493 -1.8371 -0.3551  C145 1.090
189 N -9.7922 15.7839 2.1666  C6 1.477, C24 1.438, H138 1.010
190 H -6.1306 -0.7450 -10.0879  C61 1.090
191 C 2.3324 -1.4752 8.7546  H27 1.090, H70 1.090, C121 1.548, N123 1.469
192 C -11.7033 15.7239 3.7858  O5 1.428, C6 1.543, H17 1.090, H22 1.090

Properties
Relative energy (zero: lowest compared OMol25 entry of this formula, charge and spin) = 118.3 kcal per mole
Net charge = 0
SMILES string = COCCNCCOC.COCCNCCOC.COCCNCCOC.COCCNCCOC.COCCNCCOC.COCCNCCOC.COCCNCCOC.COCCNCCOC
HOMO = -8.43 eV
LUMO level = 0.43 eV

***

Among the records above, which one has the highest relative energy (zero: lowest compared OMol25 entry of this formula, charge and spin)?
C48H120N8O16